[1]
Below is a 8-piece molecular cluster, C40H45IN8O3P overall, with properties calculated with the ωB97M-V functional and the def2-TZVPD basis.

Summary:
**Net charge**: -1
**Electronic energy**: -2853.94434 hartree
**Strongest force on any atom**: 7.55 eV/A

```
98
Properties=species:S:1:pos:R:3:forces:R:3:lowdin_charge:R:1
C -7.494 2.117 0.874 -1.1 -0.8 0.1 -0.170
C -6.943 1.543 -0.564 -1.3 2.2 -0.8 -0.703
I -6.460 -0.635 -0.475 -0.5 1.3 -0.2 0.767
C -5.763 2.437 -1.263 0.5 -0.1 -0.5 -0.238
C -4.478 2.784 -0.314 0.4 0.5 0.6 -0.512
N -4.019 1.670 0.598 0.4 0.1 -0.6 -0.018
P -2.993 3.101 -1.535 2.4 0.0 2.2 0.840
O -1.592 3.154 -0.800 -3.7 -0.2 -1.9 -0.515
C -4.609 4.156 0.575 -1.5 6.1 3.1 -0.455
O -4.353 4.150 1.913 -1.0 -1.1 -6.7 -0.169
O -5.053 5.417 -0.045 2.2 -7.0 1.9 -0.289
H -7.174 3.213 1.126 -0.1 -2.2 -0.5 0.094
H -7.242 1.329 1.716 -0.3 2.0 -1.5 0.060
H -8.686 2.135 0.812 2.6 -0.1 0.1 0.081
H -7.876 1.591 -1.308 2.2 -0.3 1.5 0.081
H -6.162 3.474 -1.697 0.6 -2.2 1.4 0.137
H -5.385 1.837 -2.220 -0.8 1.1 2.1 0.091
H -4.645 1.532 1.421 0.8 0.7 -1.0 0.066
H -3.023 1.827 0.936 -1.9 0.2 -0.6 0.083
H -3.076 2.030 -2.535 -0.1 0.8 0.7 0.000
H -3.267 4.327 -2.262 -0.1 -0.9 0.5 0.028
N 1.262 1.709 -2.496 1.1 0.1 0.3 0.070
C 2.468 1.307 -2.955 -0.8 0.3 0.4 -0.161
C 3.664 1.567 -2.306 0.0 0.0 0.1 -0.096
C 3.625 2.286 -1.116 -0.2 0.1 0.1 -0.090
C 2.399 2.716 -0.620 0.5 -0.1 -0.2 -0.060
C 1.256 2.404 -1.338 -0.3 -0.4 -0.6 -0.115
H 2.446 0.752 -3.888 0.2 0.0 0.1 0.075
H 4.604 1.218 -2.718 -0.1 0.0 0.0 0.091
H 4.543 2.511 -0.580 0.0 0.0 0.0 0.089
H 2.335 3.279 0.305 0.0 -0.1 -0.1 0.062
H 0.274 2.713 -0.990 0.1 0.0 -0.1 0.054
N -3.395 -3.855 0.494 0.7 0.3 0.6 0.056
C -2.345 -4.508 1.039 -0.7 0.5 -0.2 -0.184
C -1.465 -3.935 1.943 0.0 0.1 0.0 -0.078
C -1.670 -2.609 2.311 -0.1 0.1 0.0 -0.072
C -2.742 -1.909 1.766 0.3 -0.1 0.2 -0.058
C -3.569 -2.570 0.872 -0.1 -0.9 -0.4 -0.161
H -2.225 -5.539 0.718 0.0 0.0 0.1 0.092
H -0.640 -4.508 2.351 0.0 0.1 -0.1 0.062
H -1.001 -2.126 3.016 -0.1 -0.1 -0.1 0.105
H -2.928 -0.875 2.032 0.0 -0.1 -0.1 0.098
H -4.421 -2.067 0.422 0.3 0.0 0.2 -0.048
N -2.712 -6.602 -4.086 0.9 0.1 0.4 0.048
C -1.506 -7.004 -4.544 -0.9 0.3 0.3 -0.165
C -0.309 -6.744 -3.896 -0.1 0.1 0.2 -0.091
C -0.348 -6.025 -2.706 -0.1 0.0 0.0 -0.078
C -1.575 -5.596 -2.209 0.3 -0.1 -0.1 -0.068
C -2.718 -5.908 -2.928 -0.2 -0.4 -0.8 -0.138
H -1.527 -7.559 -5.478 0.0 0.0 0.1 0.095
H 0.630 -7.094 -4.308 -0.1 0.0 0.0 0.095
H 0.569 -5.801 -2.170 -0.1 0.0 -0.1 0.103
H -1.639 -5.033 -1.285 0.0 0.0 -0.2 0.068
H -3.699 -5.598 -2.580 0.1 0.0 0.0 0.105
N -2.508 0.702 -4.765 0.6 -0.6 -0.7 0.051
C -2.857 -0.022 -5.851 0.1 0.5 0.7 -0.156
C -1.951 -0.717 -6.637 0.2 0.0 0.1 -0.091
C -0.605 -0.664 -6.293 0.0 0.1 0.1 -0.087
C -0.214 0.076 -5.181 -0.1 -0.2 -0.3 -0.066
C -1.194 0.734 -4.455 -1.0 0.3 0.2 -0.140
H -3.918 -0.030 -6.080 0.1 0.0 0.0 0.098
H -2.288 -1.285 -7.497 0.0 0.0 0.1 0.095
H 0.135 -1.194 -6.886 -0.1 0.0 0.1 0.099
H 0.827 0.138 -4.887 -0.2 0.0 0.0 0.068
H -0.940 1.321 -3.577 0.2 -0.1 -0.1 0.072
N 2.849 4.042 2.270 0.4 0.5 1.1 0.052
C 2.362 5.238 2.666 0.2 -0.7 -0.4 -0.128
C 2.704 5.853 3.860 0.2 -0.2 0.2 -0.069
C 3.597 5.201 4.703 0.0 0.0 0.0 -0.083
C 4.115 3.967 4.324 -0.2 0.2 0.1 -0.092
C 3.716 3.434 3.109 -0.6 0.3 -0.6 -0.157
H 1.666 5.705 1.975 0.0 0.0 0.1 0.114
H 2.284 6.816 4.126 0.0 -0.1 -0.1 0.104
H 3.888 5.651 5.648 0.0 0.0 -0.1 0.106
H 4.813 3.433 4.960 0.0 0.0 -0.1 0.102
H 4.095 2.475 2.767 0.0 0.0 0.0 0.105
N 1.039 -5.953 3.291 0.2 -1.1 0.0 0.048
C 0.184 -6.848 3.835 0.5 0.7 -0.3 -0.147
C 0.419 -8.213 3.872 0.3 -0.1 -0.1 -0.076
C 1.600 -8.694 3.316 0.0 0.0 0.0 -0.083
C 2.499 -7.797 2.747 -0.2 -0.2 0.1 -0.080
C 2.177 -6.449 2.761 -0.7 0.5 0.3 -0.144
H -0.724 -6.424 4.253 0.0 -0.1 0.0 0.105
H -0.302 -8.885 4.324 0.0 0.1 0.0 0.101
H 1.817 -9.758 3.325 0.0 0.1 0.0 0.103
H 3.427 -8.140 2.305 -0.1 0.1 0.0 0.100
H 2.848 -5.710 2.332 0.0 -0.1 0.0 0.104
N 6.964 6.521 3.294 0.7 -0.7 -0.4 0.062
C 8.302 6.516 3.483 -0.9 0.1 -0.1 -0.157
C 9.161 5.608 2.886 -0.1 -0.2 -0.1 -0.087
C 8.617 4.642 2.045 0.0 0.0 0.0 -0.084
C 7.242 4.620 1.833 0.3 0.0 0.1 -0.069
C 6.465 5.573 2.472 0.1 0.7 0.5 -0.147
H 8.678 7.287 4.149 0.0 -0.1 0.0 0.098
H 10.228 5.652 3.071 -0.1 0.0 0.0 0.097
H 9.259 3.912 1.560 -0.1 0.1 0.1 0.103
H 6.787 3.880 1.184 0.0 0.1 0.1 0.098
H 5.388 5.600 2.335 0.1 0.0 0.0 0.090
```
Forces are in eV/Å.

---

[2]
Below is one molecule with the formula C4H7N3, with properties calculated with the ωB97M-V functional and the def2-TZVPD basis.

Summary:
**Net charge**: 0
**ΔE to the lowest compared entry with this formula, charge and spin**: 54.6 kcal/mol
**Strongest force on any atom**: 2.41 eV/A

```
14
Properties=species:S:1:pos:R:3:forces:R:3:lowdin_charge:R:1
H 3.714 -0.715 0.334 -1.0 0.0 0.2 0.046
N 2.677 -0.737 0.221 0.9 1.1 -0.3 0.053
C 2.229 0.459 0.070 0.6 0.0 0.2 -0.325
N 0.872 0.723 -0.187 1.1 1.4 1.6 0.048
C 0.089 -0.250 -0.336 -0.8 -0.1 -1.5 -0.220
N -1.251 -0.054 -0.446 -0.4 -1.0 -0.3 -0.068
C -2.359 -0.752 0.220 1.3 -0.1 0.1 -0.071
C -2.161 0.729 0.287 0.1 -0.5 1.1 -0.112
H 2.844 1.416 0.246 -0.8 -1.5 -0.6 0.119
H 0.412 -1.195 -0.735 0.2 -0.9 0.6 0.128
H -3.140 -1.237 -0.324 -0.3 0.1 -0.8 0.092
H -2.024 -1.376 1.035 -0.1 0.2 0.5 0.104
H -2.749 1.293 -0.365 -1.1 1.1 -0.6 0.091
H -1.933 1.175 1.246 0.4 0.0 -0.1 0.116
```
Forces are in eV/Å.

---

[3]
Below is a 10-piece molecular cluster, C21H18Cl28NOPS overall, with properties calculated with the ωB97M-V functional and the def2-TZVPD basis.

Summary:
**Net charge**: 0
**Electronic energy**: -14565.61568 hartree
**Strongest force on any atom**: 4.89 eV/A

```
71
Properties=species:S:1:pos:R:3:forces:R:3:lowdin_charge:R:1
O -0.119 2.821 -1.498 -1.1 -0.7 3.0 -0.384
P -0.284 1.334 -0.631 0.9 -0.3 -1.2 0.620
Cl -2.188 1.377 0.378 1.5 0.7 -0.3 0.133
C 1.091 1.296 0.684 2.5 0.8 3.8 -0.305
C 0.767 1.604 2.170 3.4 -0.9 -0.4 -0.086
C 1.853 1.541 3.306 0.9 -0.7 -3.3 -0.044
C 3.348 1.179 2.979 -3.5 0.6 -3.3 -0.110
C 3.675 0.900 1.489 -2.8 1.0 -0.5 -0.472
C 2.593 0.953 0.342 -1.4 0.5 2.6 -0.162
N 2.976 0.671 -1.079 1.3 2.8 1.4 0.029
C 4.099 1.569 -1.497 3.6 2.2 -1.2 -0.221
C 4.056 2.497 -2.742 2.6 -0.5 2.2 -0.053
C 5.288 3.409 -3.080 0.5 -2.1 2.2 -0.113
C 6.614 3.423 -2.247 -3.3 -2.6 1.0 -0.106
C 6.663 2.497 -1.004 -3.0 -0.1 -1.7 -0.103
C 5.436 1.612 -0.656 -1.1 1.4 -2.0 -0.426
S 5.396 0.509 0.856 -1.2 1.7 -0.9 0.814
H -0.469 3.504 -0.862 0.7 -0.3 -1.0 0.050
H -0.309 1.885 2.436 2.0 -0.5 -0.4 -0.021
H 1.530 1.792 4.379 0.6 -0.5 -1.9 0.065
H 4.167 1.118 3.763 -1.3 0.2 -1.2 0.091
H 2.197 0.909 -1.711 0.4 -0.3 0.6 0.022
H 3.084 2.488 -3.360 1.9 0.3 0.9 0.101
H 5.221 4.101 -3.982 0.0 -1.1 1.4 0.088
H 7.504 4.106 -2.495 -1.7 -1.2 0.3 0.098
H 7.567 2.425 -0.292 -1.6 0.3 -1.4 0.102
Cl 4.375 -1.580 2.734 -0.1 -0.9 0.4 0.587
C 4.970 -3.229 2.984 0.0 0.0 0.0 -1.493
Cl 3.622 -4.375 3.029 0.1 0.2 0.1 0.502
Cl 6.122 -3.674 1.716 -0.1 0.0 0.1 0.528
H 5.484 -3.267 3.943 -0.1 0.0 -0.2 0.018
Cl -1.041 1.080 5.676 -0.1 0.1 0.0 0.536
C -2.085 2.434 5.223 0.0 0.0 0.0 -1.510
Cl -1.352 3.972 5.701 -0.1 -0.1 0.0 0.525
Cl -2.411 2.414 3.483 -0.2 0.0 0.3 0.519
H -3.031 2.327 5.749 0.2 0.0 -0.1 0.017
Cl 4.297 4.643 -0.516 -0.5 0.8 0.6 0.634
C 3.220 6.044 -0.532 0.2 -0.3 0.1 -1.514
Cl 2.941 6.636 1.113 -0.1 0.0 -0.1 0.514
Cl 3.888 7.330 -1.550 -0.1 -0.1 0.0 0.517
H 2.264 5.737 -0.952 0.2 0.1 0.1 0.012
Cl -5.721 1.510 -3.055 0.0 -0.1 0.1 0.526
C -5.830 0.668 -1.503 0.0 0.0 0.0 -1.545
Cl -6.558 1.715 -0.276 0.1 -0.1 -0.1 0.527
Cl -6.757 -0.830 -1.672 -0.1 0.2 0.3 0.504
H -4.822 0.412 -1.180 -0.2 0.0 -0.1 -0.032
Cl -4.017 -1.332 1.030 -0.1 -0.3 0.1 0.494
C -2.974 -2.537 1.802 0.1 0.0 0.0 -1.526
Cl -1.387 -1.843 2.166 -0.1 -0.1 -0.1 0.518
Cl -3.732 -3.163 3.273 0.1 0.0 -0.2 0.529
H -2.836 -3.364 1.108 0.0 0.2 0.1 0.014
Cl -10.969 -2.815 -0.670 0.1 0.1 0.0 0.515
C -10.340 -1.227 -0.207 0.0 0.0 0.0 -1.556
Cl -11.608 0.002 -0.324 0.1 -0.1 0.0 0.517
Cl -9.671 -1.276 1.430 0.0 0.0 -0.2 0.510
H -9.541 -0.961 -0.896 -0.2 0.0 0.2 -0.034
Cl -5.033 -1.936 -4.225 0.2 -0.3 -0.2 0.483
C -4.844 -3.675 -3.960 0.0 0.1 -0.1 -1.541
Cl -4.646 -4.022 -2.235 0.0 0.0 -0.1 0.496
Cl -6.228 -4.559 -4.616 0.1 0.0 0.0 0.531
H -3.947 -4.005 -4.481 -0.2 0.1 0.1 0.008
Cl 0.662 -0.526 -3.373 0.1 -0.3 -0.4 0.519
C -0.623 -1.445 -4.167 0.0 0.1 0.0 -1.516
Cl -1.528 -2.390 -2.975 0.0 0.0 -0.1 0.518
Cl -1.703 -0.362 -5.056 0.1 -0.1 0.1 0.521
H -0.167 -2.133 -4.877 -0.1 0.1 0.2 0.018
Cl 1.896 -7.081 -0.497 0.0 -0.1 0.1 0.517
C 2.339 -7.698 1.101 0.1 0.0 0.0 -1.535
Cl 4.062 -7.442 1.411 -0.2 -0.2 -0.1 0.504
Cl 1.359 -6.928 2.358 0.0 -0.1 -0.1 0.502
H 2.143 -8.768 1.122 0.0 0.2 0.0 0.014
```
Forces are in eV/Å.

---

[4]
Below is a 7-piece molecular cluster, C32H50F2O10 overall, with properties calculated with the ωB97M-V functional and the def2-TZVPD basis.

Summary:
**Net charge**: 0
**ΔE to the lowest compared entry with this formula, charge and spin**: 27.8 kcal/mol
**Strongest force on any atom**: 2.97 eV/A

```
94
Properties=species:S:1:pos:R:3:forces:R:3:lowdin_charge:R:1
C 4.163 -2.928 -0.147 -0.1 -0.8 0.8 -0.045
C 3.409 -3.726 0.972 0.3 -1.3 -1.3 -0.118
O 3.954 -5.104 1.178 0.7 2.3 1.7 -0.018
C 3.820 -5.947 0.195 -1.0 0.7 -1.6 -0.614
C 4.671 -7.129 0.429 0.0 -1.5 0.7 0.014
O 3.150 -5.653 -0.776 0.2 -1.0 -0.1 0.075
H 5.178 -2.623 0.128 -0.1 -0.3 0.3 0.079
H 3.659 -1.999 -0.356 -0.5 0.2 -0.1 0.054
H 4.232 -3.521 -1.057 -0.2 0.1 0.0 0.066
H 3.488 -3.266 1.930 0.2 0.3 0.7 0.085
H 2.359 -3.944 0.767 0.1 0.7 -0.4 0.114
H 5.686 -6.754 0.271 0.0 -0.4 -0.2 0.095
H 4.412 -8.009 -0.217 0.4 1.0 0.6 0.106
H 4.623 -7.389 1.523 0.0 0.1 -1.1 0.106
C 2.706 -1.050 5.045 0.1 -1.4 0.4 -0.069
C 3.789 -0.657 4.080 -0.5 0.0 -1.0 -0.185
O 3.447 0.643 3.480 -0.3 -0.3 0.6 -0.013
C 4.400 1.404 2.934 1.9 -1.0 -0.9 -0.536
C 3.874 2.560 2.110 -1.5 0.3 -0.9 0.006
O 5.589 1.106 2.976 -1.5 0.5 0.2 0.068
H 1.740 -1.031 4.595 -0.8 0.3 -0.4 0.057
H 2.681 -0.512 5.975 0.1 0.7 0.2 0.072
H 2.805 -2.110 5.374 0.4 0.5 -0.4 0.094
H 4.745 -0.679 4.547 0.8 0.6 0.3 0.108
H 3.854 -1.379 3.249 -0.1 0.3 0.2 0.112
H 2.887 2.939 2.510 1.2 -0.2 -0.2 0.091
H 3.600 2.245 1.038 0.6 0.0 1.6 0.107
H 4.644 3.342 1.986 -0.5 -0.4 0.4 0.086
C -4.219 0.992 2.830 -0.1 0.5 -1.4 -0.063
C -3.385 -0.273 2.917 -0.8 0.9 1.5 -0.261
O -3.797 -1.071 1.859 -0.5 -2.9 -0.3 -0.039
C -4.215 -2.399 2.152 -0.3 1.6 -1.6 -0.501
C -4.749 -3.066 0.923 -0.3 -0.6 0.2 0.014
O -4.210 -2.955 3.197 0.5 0.5 1.1 0.130
H -5.280 0.721 2.796 0.2 -0.1 -0.2 0.086
H -3.983 1.581 1.904 -0.2 -0.6 0.7 0.079
H -4.147 1.658 3.663 0.5 0.4 0.7 0.064
H -2.325 -0.114 2.921 0.6 0.3 -0.5 0.096
H -3.591 -0.736 3.876 -0.2 -0.4 0.1 0.118
H -4.548 -2.555 0.018 0.0 1.0 -0.8 0.061
H -5.849 -3.274 1.010 1.2 0.0 0.1 0.112
H -4.138 -3.964 0.843 -0.5 -0.5 0.1 0.089
C -3.970 4.630 2.092 0.1 -0.1 -1.8 -0.061
C -2.464 4.433 2.264 -1.6 -0.7 -0.3 -0.178
O -1.838 4.306 0.962 -2.0 1.1 1.3 0.025
C -0.674 3.744 0.973 2.3 -1.7 0.0 -0.589
C -0.201 3.583 -0.420 2.3 -0.5 0.4 0.030
O -0.089 3.306 1.944 -0.3 0.4 0.1 0.075
H -4.360 5.102 2.948 -0.5 0.4 1.3 0.056
H -4.553 3.716 1.896 0.5 0.2 0.2 0.061
H -4.224 5.310 1.259 0.4 -0.2 0.2 0.083
H -2.064 5.255 2.823 0.6 0.5 0.0 0.121
H -2.321 3.520 2.834 0.4 -0.1 0.0 0.108
H -0.648 2.708 -0.801 -0.8 -1.2 -0.5 0.062
H 0.914 3.375 -0.513 -1.4 0.8 0.2 0.122
H -0.592 4.390 -0.966 0.0 1.1 -1.1 0.069
C -0.620 -0.595 -5.548 -1.0 1.7 -1.3 -0.070
C 0.817 -0.305 -5.858 0.5 0.6 1.2 -0.212
O 1.790 -0.942 -4.974 -0.1 0.5 0.2 -0.029
C 2.366 -0.145 -4.024 -0.6 0.0 -1.0 -0.529
C 3.608 -0.799 -3.506 0.4 -0.7 0.1 0.024
O 1.911 0.935 -3.721 0.4 -0.6 0.1 0.080
H -1.037 -0.095 -4.674 0.2 -0.1 0.1 0.058
H -0.812 -1.635 -5.544 -0.2 -1.2 0.3 0.062
H -1.189 -0.203 -6.458 0.5 -0.4 1.2 0.110
H 0.997 -0.747 -6.799 0.6 -0.3 -1.1 0.104
H 1.052 0.771 -5.872 -0.2 -0.4 -0.1 0.125
H 4.218 -1.309 -4.303 -0.7 0.7 0.8 0.115
H 3.323 -1.545 -2.765 -0.2 -0.4 -0.2 0.069
H 4.172 -0.110 -2.901 0.4 0.5 -0.2 0.084
F -1.388 -3.078 1.483 0.8 0.5 -0.3 0.045
C -0.653 -2.149 0.786 -0.2 0.1 -0.5 -0.246
C -0.466 -2.333 -0.594 0.2 1.3 1.0 -0.003
C 0.065 -1.273 -1.337 -0.1 -1.3 1.1 -0.063
C 0.503 -0.095 -0.719 -0.2 -0.2 -1.0 -0.093
C 0.390 0.065 0.637 -0.6 -2.3 0.7 -0.043
C -0.184 -1.008 1.402 0.4 1.1 -2.1 -0.002
H -0.730 -3.252 -1.052 -0.4 -0.6 -0.4 0.106
H 0.172 -1.521 -2.376 0.2 0.6 -0.5 0.093
H 0.898 0.657 -1.375 0.2 0.4 0.0 0.080
H 0.720 0.918 1.194 0.1 0.5 -0.1 0.088
H -0.320 -0.760 2.397 -0.3 -0.2 2.0 0.077
F -3.913 5.878 -2.859 0.0 0.4 0.3 0.026
C -3.647 4.544 -2.886 0.0 1.5 -0.2 -0.300
C -4.503 3.774 -2.124 1.0 -1.8 -1.4 0.010
C -4.328 2.361 -2.347 0.3 1.8 0.3 -0.043
C -3.270 1.960 -3.175 -0.5 -0.7 1.0 -0.123
C -2.417 2.809 -3.826 0.5 1.4 -1.3 -0.087
C -2.608 4.196 -3.732 -0.8 -1.7 0.9 0.000
H -5.210 4.373 -1.560 -0.3 -0.8 0.2 0.116
H -4.960 1.597 -1.910 0.0 0.2 0.2 0.100
H -3.041 0.916 -3.242 -0.3 -0.5 -0.2 0.088
H -1.690 2.417 -4.548 -0.1 0.1 0.6 0.105
H -2.063 4.968 -4.235 0.2 0.1 -0.3 0.114
```
Forces are in eV/Å.